{
  "formula": "C11H16FNOSi",
  "method": "wB97M-V/def2-TZVPD",
  "gap_ev": [7.3, 7.3],
  "homo_energy_ev": [-6.688, -6.687],
  "e_lumo_ev": [0.590, 0.590],
  "e_above_lowest_ev": 0.000,
  "species": ["C", "C", "C", "C", "C", "C", "C", "C", "C", "C", "C", "N", "O", "F", "Si", "H", "H", "H", "H", "H", "H", "H", "H", "H", "H", "H", "H", "H", "H", "H", "H"],
  "coordinates": [[4.600753, 1.334478, -0.161555], [4.349053, 0.069492, -0.587417], [3.542522, 2.153820, 0.191294], [3.034818, -0.458486, -0.628991], [2.262555, 1.620944, 0.050803], [1.908618, 0.369877, -0.400739], [-2.087522, 0.746576, 0.154042], [-2.447430, 1.512059, 1.366747], [-3.931030, -0.759229, 0.365286], [0.139091, -1.908178, 0.461708], [-2.267396, -1.276008, -1.148258], [-2.748328, -0.317982, -0.289728], [-0.802603, 0.793278, -0.192584], [0.118842, -0.627742, -2.162691], [0.172053, -0.355417, -0.580993], [5.671149, 1.589264, -0.258836], [5.173801, -0.504358, -1.050784], [3.595224, 3.151587, 0.568942], [2.875966, -1.458783, -1.155561], [1.412023, 2.266087, 0.263369], [-3.504058, 1.625891, 1.185621], [-1.853922, 2.441468, 1.446073], [-2.163454, 0.884409, 2.287783], [-4.350253, -1.636349, -0.129204], [-3.592597, -1.326637, 1.256597], [-4.586839, 0.029127, 0.533845], [1.152581, -2.232774, 0.572262], [-0.293245, -1.817375, 1.411923], [-0.438685, -2.708985, 0.027454], [-2.912054, -2.165609, -1.185103], [-2.029636, -1.034452, -2.211307]],
  "forces_ev_per_a": [[1.35, 0.85, -0.15], [-1.03, -2.22, -1.01], [-0.65, -0.92, -0.04], [0.01, -0.57, -1.92], [-1.25, 1.49, 0.37], [1.43, -1.38, 0.43], [0.21, -1.80, -0.16], [0.60, -0.88, 0.37], [0.44, -2.64, 1.62], [0.46, 0.00, -1.39], [0.25, -0.73, -2.25], [0.29, 1.00, -0.35], [-1.80, 3.27, 0.32], [0.60, 0.01, -0.31], [2.84, -3.49, -1.04], [-0.79, 0.61, 0.51], [-0.56, 0.14, 0.66], [0.48, 0.46, 0.03], [0.33, 1.21, 1.08], [0.21, 0.29, 0.16], [-0.48, 0.78, 1.22], [-0.70, -0.35, -0.30], [-0.79, 0.82, -1.05], [-0.44, 0.95, -0.72], [-0.35, 1.06, 0.45], [-1.36, 0.99, 0.58], [0.77, -0.37, 0.35], [-0.49, 0.63, 1.62], [-0.04, -0.11, -0.59], [0.29, 0.50, 0.24], [0.17, 0.43, 1.27]],
  "mulliken_charge": [-0.172, -0.564, -0.741, -0.192, 0.158, -0.100, 0.817, -1.229, -1.078, -1.307, -0.998, 0.200, -0.074, -0.269, 0.261, 0.299, 0.301, 0.400, 0.222, 0.278, 0.463, 0.321, 0.211, 0.292, 0.399, 0.385, 0.459, 0.398, 0.370, 0.299, 0.194]
}